[1]
The following is a DFT calculation (ωB97M-V/def2-TZVPD) of an isolated ion of composition C4H11FP and charge +1.

Structure (ORCA input):
```
! wB97M-V def2-TZVPD RIJCOSX def2/J DEFGRID3
* xyz 1 1
C -0.2749 0.2013 -1.6874
C -1.0703 -1.1062 0.7852
C 0.1012 1.5845 0.9950
C 2.2875 -0.6052 0.3399
F 2.7382 0.1004 -0.6860
P 0.1834 0.0883 0.0487
H -0.7818 -0.6882 -2.1750
H 0.6223 0.5469 -2.3109
H -1.0876 0.8606 -1.6260
H -0.8904 -1.0897 1.8202
H -0.8998 -2.0871 0.4686
H -2.0588 -1.0684 0.3949
H 0.8307 2.3100 0.5841
H 0.5096 1.3055 1.8885
H -0.9047 1.8249 0.9690
H 2.7132 -0.3595 1.2619
H 2.0733 -1.6703 0.1303
*
```

Results
- Energy relative to the best compared isomer or geometry (same formula, charge and spin): 0.0 kcal per mole
- Gap between HOMO and LUMO: 11.39 eV

natural (NBO) atomic charge list, values in e, 5 entries: -0.984 -0.926 -0.939 0.022 -0.326

[2]
The following is a DFT calculation (ωB97M-V/def2-TZVPD) of C3H6OS as an isolated structure.

Structure (ORCA input):
```
! wB97M-V def2-TZVPD RIJCOSX def2/J DEFGRID3
* xyz 0 1
C -0.4653 1.7614 -1.6946
C -0.9379 0.5827 -0.4992
C 0.0853 -0.3129 0.1199
H -0.7672 3.0656 -1.4423
H -0.9024 1.1375 -2.6570
H 0.8016 1.5492 -1.8384
H -1.5322 -0.0842 -1.0921
H -1.7570 0.8998 0.5961
H 0.5901 -2.0628 -0.5047
O -0.1024 -1.3366 -0.7364
S 0.7684 -0.3750 1.5795
*
```

Results
- Energy relative to the best compared isomer or geometry (same formula, charge and spin): 100.4 kcal per mole
- Gap between HOMO and LUMO: 9.11 eV

natural (NBO) atomic charge list, values in e, 5 entries: -0.662 -0.455 0.183 0.267 0.234